Formula: C16H20F3N5
Source: the Open Molecules 2025 dataset
Level of theory: the ωB97M-V functional and the def2-TZVPD basis

Geometry (Å):
C 3.44698 -1.00969 3.85098
N 3.48653 -1.52425 2.47199
C 2.65289 -2.66251 1.96801
C 2.96236 -3.09389 0.46764
N 2.99827 -1.86311 -0.40558
C 1.78132 -1.22471 -0.75344
N 1.87935 0.01023 -1.15290
C 0.67244 0.61827 -1.58401
N -0.48456 0.29281 -1.10411
N -1.35953 1.17693 -1.60119
C -2.59205 1.29409 -0.91977
C -2.67705 1.36477 0.56135
C -3.85878 1.71881 1.13997
C -4.99812 1.49515 0.36576
C -5.00693 1.05884 -1.00186
C -6.18044 0.69175 -1.87182
F -5.80796 0.47987 -3.16992
F -7.02983 1.77819 -1.89713
F -6.82098 -0.34268 -1.31708
C -3.70460 1.12443 -1.64317
C -0.78859 2.13926 -2.51647
C 0.62458 1.77193 -2.41132
C 4.03717 -0.94590 0.12855
C 3.75857 -0.35957 1.57916
H 3.35451 -1.75819 4.63630
H 4.36899 -0.42040 4.09540
H 2.72178 -0.22768 3.83804
H 1.53732 -2.44231 2.05364
H 2.76797 -3.52583 2.55752
H 2.18752 -3.71072 0.02144
H 3.81130 -3.71384 0.30227
H 0.82549 -1.69782 -0.62901
H -1.78361 1.34631 1.22293
H -4.00612 1.81637 2.23868
H -5.97940 1.45246 0.84186
H -3.67269 0.97091 -2.72991
H -1.11824 3.07044 -2.08933
H -1.21965 2.00348 -3.49754
H 1.27777 2.45078 -1.91455
H 1.21119 1.57387 -3.25280
H 4.95519 -1.52363 0.21450
H 4.20435 -0.16411 -0.63835
H 4.65630 0.19708 1.92815
H 2.90900 0.31382 1.61711

Maximum force ... 4.59 eV/Å
Calculated total energy ... -1194.93504 Eh
SMILES string ... CN1CCN(/C=N/C2=NN(c3cccc(C(F)(F)F)c3)CC2)CC1
Total charge ... 0
Molecular weight ... 339.4 g mol⁻¹
LUMO level ... 0.7 eV

Results of the natural (NBO) charge analysis, in e, for atoms 1 through 8: -0.4045 -0.4714 -0.2167 -0.2193 -0.4159 0.2999 -0.5328 0.3390

---

Formula: C16H20F4N3O9S
Source: the Open Molecules 2025 dataset
Level of theory: the ωB97M-V functional and the def2-TZVPD basis

Geometry (Å):
N 4.02742 -0.95027 -2.37392
C 2.52530 -0.75646 -2.58451
C 2.10905 0.66554 -1.80888
C 0.97607 0.26110 -0.69990
C -0.52213 -0.06428 -1.33492
C -0.72324 0.19020 -2.90836
C -2.23737 -0.24073 -3.32049
F -2.80766 -0.15994 -4.68988
C -3.12459 -0.78663 -2.10725
N -2.82879 -0.92884 -0.68200
N -1.56503 -0.55356 -0.45209
S -1.12714 -0.70188 1.27346
H 4.34710 -1.86612 -2.81095
H 4.22090 -1.08510 -1.34773
H 2.00551 -1.67154 -2.02656
H 2.19872 -0.77278 -3.70880
H 3.08138 1.03920 -1.25172
H 1.73640 1.49114 -2.56106
H 0.93874 1.15055 0.09516
H 1.39127 -0.70804 -0.13959
H 0.04801 0.61018 -3.67559
H -4.22670 -1.14275 -2.40554
H -0.64233 -2.04359 1.39069
C 3.17402 -4.45510 2.46670
C 3.88289 -3.27552 1.89417
O 3.18012 -3.01636 0.70009
C 1.90856 -3.44496 0.93694
O 0.94595 -3.14411 0.25083
O 1.84168 -4.24764 2.04269
F 5.15979 -3.58708 1.57775
H 3.53930 -5.40560 2.06358
H 3.23742 -4.48925 3.55767
H 3.86330 -2.38636 2.53333
C -0.72059 4.94191 -3.31238
C 0.26036 3.82004 -3.34165
O 0.73563 3.76320 -2.01584
C -0.29613 4.21604 -1.24964
O -0.37173 4.06020 -0.04221
O -1.24091 4.86008 -2.00069
F 1.30062 4.11012 -4.15489
H -0.24970 5.92024 -3.45561
H -1.51253 4.82147 -4.05650
H -0.17200 2.85291 -3.61957
C -3.36908 1.14844 4.72396
C -3.19331 -0.33064 4.66813
O -4.19995 -0.81480 5.52787
C -5.19670 0.11207 5.46402
O -6.33765 -0.08222 5.84918
O -4.76388 1.28471 4.90809
F -1.99231 -0.69293 5.17212
H -2.84498 1.60572 5.56989
H -3.04526 1.64082 3.80304
H -3.32385 -0.76078 3.66940

Maximum force ... 7.18 eV/Å
Calculated total energy ... -2260.25122 Eh
Total charge ... +1
Molecular weight ... 506.4 g mol⁻¹
LUMO level ... -5.6 eV

Results of the natural (NBO) charge analysis, in e, for atoms 1 through 8: -0.8440 -0.2395 -0.4322 -0.4951 0.3081 -0.2457 0.4610 -0.2925

---

Formula: C16H20FN5OS
Source: the Open Molecules 2025 dataset
Level of theory: the ωB97M-V functional and the def2-TZVPD basis

Geometry (Å):
C 1.32409 -1.07549 -0.70606
C 1.80911 0.29857 -1.11028
O 1.46734 1.28885 -0.12425
C 0.37637 2.03321 -0.43694
C -0.84560 1.77637 0.07782
C -2.00379 2.57686 -0.22904
C -3.32356 2.16876 0.37405
C -4.28686 1.46496 -0.61219
N -3.76260 0.18113 -1.06300
N -5.57946 1.19094 0.02057
N -4.56171 2.34200 -1.73410
C -1.89320 3.65089 -1.05729
C -0.62565 3.95407 -1.61202
N -0.33509 4.95985 -2.44462
S 1.22339 4.84919 -2.77291
N 1.63761 3.55624 -1.91744
C 0.52035 3.14974 -1.30891
H 1.35920 -1.74191 -1.56917
H 1.91793 -1.50023 0.10213
H 0.28589 -1.04388 -0.36915
H 1.37145 0.58289 -2.07043
H 2.89260 0.33139 -1.20914
H -0.95845 0.94496 0.76282
H -3.81998 3.01623 0.84819
H -3.11655 1.43681 1.15968
H -2.90280 0.29537 -1.58234
H -3.60860 -0.46736 -0.30163
H -5.79026 1.92007 0.69105
H -5.53477 0.31155 0.51931
H -5.38104 1.97811 -2.20418
H -3.78536 2.35166 -2.38394
H -2.74859 4.26802 -1.29508
F 4.48739 -3.37353 -0.37214
C 4.27282 -3.81699 0.88368
C 4.04191 -2.89455 1.88360
C 3.81540 -3.35377 3.17292
C 3.82945 -4.71526 3.44325
C 4.06684 -5.62157 2.41879
C 4.28916 -5.17596 1.12374
H 4.04155 -1.83789 1.65090
H 3.62697 -2.64405 3.96712
H 3.65494 -5.06917 4.45023
H 4.08006 -6.68304 2.62673
H 4.47210 -5.86404 0.30970

Maximum force ... 0.58 eV/Å
Calculated total energy ... -1468.76239 Eh
Total charge ... 0
Molecular weight ... 349.4 g mol⁻¹
LUMO level ... -0.4 eV

Results of the natural (NBO) charge analysis, in e, for atoms 1 through 8: -0.6318 -0.0606 -0.5302 0.3782 -0.2857 0.0090 -0.4561 0.4119

---

Formula: C16H20N3O5Rb
Source: the Open Molecules 2025 dataset
Level of theory: the ωB97M-V functional and the def2-TZVPD basis

Geometry (Å):
Rb 0.91731 1.12993 -1.14725
O 4.67380 0.93815 1.35798
C 3.52626 1.01518 0.92475
O 3.10831 1.08666 -0.27656
C 2.42949 1.02239 2.00832
C 2.81109 1.00066 3.34667
C 1.83872 1.00185 4.32635
C 0.49646 1.01456 3.96995
C 0.19751 1.02986 2.62315
N 1.12921 1.04136 1.65645
H 3.87054 0.98041 3.56213
H 2.13278 0.98867 5.36873
H -0.29846 1.00863 4.70532
H -0.83558 1.03004 2.29243
C -3.58935 1.47766 -1.92313
O -2.41163 1.46966 -1.14085
C -2.13099 2.73994 -0.56430
C -1.49952 3.70850 -1.56779
O -0.13193 3.97399 -1.27869
C 0.03994 4.88643 -0.20655
H -4.44146 1.82094 -1.32788
H -3.77605 0.46164 -2.26239
H -3.48731 2.12395 -2.80251
H -1.41587 2.55396 0.23831
H -3.03544 3.14669 -0.10373
H -2.04644 4.65188 -1.64239
H -1.51637 3.23890 -2.55021
H -0.43410 5.84191 -0.44424
H 1.10698 5.03480 -0.06491
H -0.37904 4.49645 0.72667
N 0.23542 -6.88600 -1.89344
C 0.37101 -6.10328 -0.79176
O 0.62426 -6.55176 0.30624
C 0.22380 -4.60205 -0.98105
C 0.59464 -3.80240 0.07710
C 0.50503 -2.42927 -0.06643
N 0.06357 -1.82648 -1.17767
C -0.30218 -2.61505 -2.19358
C -0.23879 -3.99871 -2.13734
H 0.41098 -7.86877 -1.77583
H 0.13660 -6.51084 -2.81730
H 0.95402 -4.25485 0.99118
H 0.81253 -1.77737 0.74547
H -0.65907 -2.12519 -3.09177
H -0.58070 -4.56364 -2.99766

ΔE to the lowest compared entry with this formula, charge and spin ... 0.1472 eV
Maximum force ... 2.16 eV/Å
Calculated total energy ... -1186.26560 Eh
Total charge ... 0
Molecular weight ... 419.8 g mol⁻¹
LUMO level ... -0.1 eV

Results of the Mulliken charge analysis, in e, for atoms 1 through 8: 0.9645 -0.7148 0.3185 -0.7418 0.1706 -0.4122 -0.3409 -0.7455

---

Formula: C16H20NO5S
Source: the Open Molecules 2025 dataset
Level of theory: the ωB97M-V functional and the def2-TZVPD basis

Geometry (Å):
C -4.26419 -1.72074 2.31019
C -3.55507 -1.12142 1.14850
O -2.53269 -0.51126 1.24476
O -4.14090 -1.35682 -0.05291
C -3.92105 -0.35157 -1.02615
C -3.04901 -0.88732 -2.14546
N -1.74906 -1.32704 -1.58200
C -1.50245 -2.65143 -1.41696
C -0.34115 -3.08427 -0.85727
C 0.62778 -2.14835 -0.44571
C 1.84229 -2.49593 0.16525
C 2.72124 -1.52289 0.54574
C 2.47328 -0.14115 0.35019
C 3.52840 0.80853 0.85269
C 3.96637 1.95019 -0.07991
C 3.02129 3.13801 -0.33385
S 2.14514 3.68799 1.09269
O 3.06651 4.17074 2.06119
O 1.17446 2.71876 1.52195
O 1.34488 4.91832 0.48211
C 1.29232 0.20191 -0.24590
C 0.35201 -0.77959 -0.65074
C -0.86168 -0.40485 -1.22602
H -4.17296 -2.80246 2.25174
H -5.30273 -1.41592 2.35438
H -3.74733 -1.40361 3.20429
H -4.88154 -0.08500 -1.46097
H -3.49409 0.55687 -0.61368
H -2.86716 -0.12338 -2.89024
H -3.53416 -1.73406 -2.61001
H -2.24488 -3.36920 -1.71880
H -0.16961 -4.13835 -0.72132
H 2.08380 -3.53102 0.34175
H 3.63740 -1.82316 1.03105
H 4.41448 0.20308 1.01885
H 3.26513 1.20454 1.82983
H 4.93127 2.31491 0.24570
H 4.14033 1.49975 -1.05562
H 2.35575 2.95713 -1.16870
H 3.63760 3.98418 -0.62607
H 0.40937 4.76237 0.67570
H 1.02572 1.23020 -0.40606
H -1.12512 0.62329 -1.39421

Maximum force ... 0.94 eV/Å
Calculated total energy ... -1450.63317 Eh
SMILES string ... CC(=O)OCC[n+]1ccc2ccc(CCCS(=O)(=O)O)cc2c1
Total charge ... +1
Molecular weight ... 338.4 g mol⁻¹
LUMO level ... -4.0 eV

Results of the natural (NBO) charge analysis, in e, for atoms 1 through 8: -0.7222 0.8098 -0.5918 -0.5205 -0.0914 -0.2288 -0.2756 0.0173